[1]
DFT (wB97M-V/def2-TZVPD) results for 2 unconnected molecules or ions with the total composition C10H16O at a distorted geometry.

Bonds (Å) are listed after each position.
Geometry (Å):
1 C 3.4219 0.2909 1.0797  C2 1.551, H9 1.088, H10 1.088, H11 1.083
2 C 2.1497 0.1928 0.1978  C1 1.551, C3 1.530, H12 1.070, H13 1.097
3 C 1.2772 -1.0219 0.5191  C2 1.530, C4 1.399, C8 1.397
4 C 1.2719 -1.6757 1.7561  C3 1.399, C5 1.384, H14 1.083
5 C 0.6313 -2.8911 1.9206  C4 1.384, C6 1.403, H15 1.088
6 C -0.3075 -3.2879 0.9571  C5 1.403, C7 1.383, H16 1.086
7 C -0.4026 -2.5958 -0.2370  C6 1.383, C8 1.367, H17 1.084
8 C 0.3773 -1.4920 -0.4402  C3 1.397, C7 1.367, H18 1.097
9 H 3.1879 1.0393 1.8337  C1 1.088
10 H 4.3435 0.6136 0.5989  C1 1.088
11 H 3.5953 -0.6471 1.5915  C1 1.083
12 H 1.5084 1.0489 0.1829  C2 1.070
13 H 2.4401 -0.0807 -0.8236  C2 1.097
14 H 1.9606 -1.4546 2.5617  C4 1.083
15 H 0.8097 -3.5718 2.7509  C5 1.088
16 H -0.7334 -4.2726 1.1232  C6 1.086
17 H -1.2140 -2.8067 -0.9238  C7 1.084
18 H 0.2361 -0.8424 -1.3125  C8 1.097
19 C -3.5679 2.5753 -1.1261  C20 1.569, H22 1.088, H23 1.091, H24 1.103
20 C -2.1573 3.0312 -1.6400  C19 1.569, O21 1.409, H25 1.103, H26 1.091
21 O -1.3187 1.8996 -1.5867  C20 1.409, H27 0.975
22 H -3.5017 1.9724 -0.2224  C19 1.088
23 H -4.0104 2.1113 -2.0088  C19 1.091
24 H -4.2789 3.3442 -0.7787  C19 1.103
25 H -2.4812 3.4449 -2.6098  C20 1.103
26 H -1.6272 3.8232 -1.1093  C20 1.091
27 H -1.6101 1.2524 -2.2546  O21 0.975

Computed properties:
ΔE to the lowest compared entry with this formula, charge and spin = 1.972 eV
Kohn-Sham gap = 0.3545 hartree
E_HOMO = -8.799 eV
Structure (SMILES) = CCc1ccccc1.CCO



[2]
DFT (wB97M-V/def2-TZVPD) results for 2 unconnected molecules or ions with the total composition C10H16O at a distorted geometry.

Bonds (Å) are listed after each position.
Geometry (Å):
1 C 0.8017 1.9475 -1.8530  C2 1.528, H9 1.039, H10 1.169, H11 1.099
2 C 0.8224 0.5692 -1.1942  C1 1.528, C3 1.380, C8 1.397
3 C 0.5652 0.3583 0.1456  C2 1.380, C4 1.435, H12 1.154
4 C 0.6711 -0.9060 0.8170  C3 1.435, C5 1.400, H13 1.076
5 C 1.3449 -1.8948 0.0907  C4 1.400, O6 1.409, C7 1.372
6 O 1.5452 -3.1624 0.6719  C5 1.409, H14 0.978
7 C 1.6267 -1.7932 -1.2481  C5 1.372, C8 1.493, H15 1.135
8 C 1.0730 -0.5887 -1.9351  C2 1.397, C7 1.493, H16 0.993
9 H 0.4355 2.6406 -1.1711  C1 1.039
10 H -0.1731 1.7864 -2.4788  C1 1.169
11 H 1.7328 2.1201 -2.4109  C1 1.099
12 H 0.0971 1.2233 0.7495  C3 1.154
13 H 0.4130 -1.0277 1.8548  C4 1.076
14 H 1.4871 -3.7976 -0.0689  O6 0.978
15 H 2.2496 -2.5286 -1.8473  C7 1.135
16 H 1.1171 -0.5687 -2.9269  C8 0.993
17 C -2.1159 1.9758 0.0339  C18 1.574, H20 1.234, H21 1.013, H22 1.019
18 C -2.6317 1.8840 1.5186  C17 1.574, C19 1.510, H23 1.127, H24 1.148
19 C -2.3527 0.6412 2.3294  C18 1.510, H25 1.181, H26 1.059, H27 1.048
20 H -2.9790 2.6820 -0.4940  C17 1.234
21 H -1.9521 1.0319 -0.2947  C17 1.013
22 H -1.2031 2.4213 0.1192  C17 1.019
23 H -2.2706 2.8474 1.9776  C18 1.127
24 H -3.6998 2.2815 1.3840  C18 1.148
25 H -1.9816 1.1417 3.3330  C19 1.181
26 H -2.9878 -0.1961 2.4618  C19 1.059
27 H -1.4752 0.0814 2.2089  C19 1.048

Computed properties:
ΔE to the lowest compared entry with this formula, charge and spin = 4.295 eV
Kohn-Sham gap = 0.3436 hartree
E_HOMO = -8.553 eV
Structure (SMILES) = Cc1ccc(O)cc1.CCC



[3]
DFT (wB97M-V/def2-TZVPD) results for 2 unconnected molecules or ions with the total composition C10H16O at a distorted geometry.

Bonds (Å) are listed after each position.
Geometry (Å):
1 C -1.5109 0.4669 -2.7921  C2 1.538, H9 1.086, H10 1.090, H11 1.089
2 C -1.4297 0.4782 -1.2559  C1 1.538, C3 1.372, C8 1.415
3 C -1.1332 1.5174 -0.4107  C2 1.372, C4 1.403, H12 1.076
4 C -1.0381 1.3443 0.9787  C3 1.403, C5 1.377, H13 1.080
5 C -1.1823 0.0846 1.5164  C4 1.377, O6 1.377, C7 1.401
6 O -1.1039 -0.1797 2.8654  C5 1.377, H14 0.970
7 C -1.5367 -0.9888 0.6892  C5 1.401, C8 1.371, H15 1.086
8 C -1.6022 -0.7973 -0.6670  C2 1.415, C7 1.371, H16 1.085
9 H -2.4750 0.8432 -3.1219  C1 1.086
10 H -1.3563 -0.5695 -3.0925  C1 1.090
11 H -0.6209 0.9394 -3.2062  C1 1.089
12 H -1.0358 2.5498 -0.6993  C3 1.076
13 H -0.9813 2.2507 1.5624  C4 1.080
14 H -0.5568 0.5068 3.2773  O6 0.970
15 H -1.6499 -1.9300 1.2198  C7 1.086
16 H -1.9309 -1.6411 -1.2645  C8 1.085
17 C 3.2303 0.6558 -0.6033  C18 1.513, H20 1.088, H21 1.095, H22 1.095
18 C 2.4291 -0.6124 -0.4067  C17 1.513, C19 1.537, H23 1.094, H24 1.089
19 C 3.1949 -1.6935 0.3730  C18 1.537, H25 1.086, H26 1.091, H27 1.083
20 H 3.5001 1.1211 0.3428  C17 1.088
21 H 2.6885 1.4103 -1.1830  C17 1.095
22 H 4.1422 0.4392 -1.1694  C17 1.095
23 H 1.5040 -0.3892 0.1319  C18 1.094
24 H 2.1274 -1.1120 -1.3259  C18 1.089
25 H 3.9259 -1.2840 1.0645  C19 1.086
26 H 2.5093 -2.3467 0.9154  C19 1.091
27 H 3.7372 -2.3472 -0.2995  C19 1.083

Computed properties:
ΔE to the lowest compared entry with this formula, charge and spin = 1.059 eV
Kohn-Sham gap = 0.3437 hartree
E_HOMO = -8.528 eV
Structure (SMILES) = Cc1ccc(O)cc1.CCC



[4]
DFT (wB97M-V/def2-TZVPD) results for 2 unconnected molecules or ions with the total composition C10H16O at a distorted geometry.

Bonds (Å) are listed after each position.
Geometry (Å):
1 C -0.2374 1.9219 2.3216  C2 1.497, H9 1.074, H10 1.107, H11 1.095
2 C -0.4252 0.5751 1.6946  C1 1.497, C3 1.338, C8 1.416
3 C 0.2702 0.2373 0.6026  C2 1.338, C4 1.479, H12 1.069
4 C 0.2938 -1.1574 0.1109  C3 1.479, C5 1.362, H13 1.075
5 C -0.4375 -2.0558 0.8274  C4 1.362, O6 1.370, C7 1.405
6 O -0.4653 -3.3925 0.5292  C5 1.370, H14 0.964
7 C -1.2150 -1.6813 1.9368  C5 1.405, C8 1.387, H15 1.107
8 C -1.2685 -0.3574 2.3459  C2 1.416, C7 1.387, H16 1.082
9 H 0.0761 2.6505 1.5968  C1 1.074
10 H 0.6361 1.8865 3.0005  C1 1.107
11 H -1.0691 2.3775 2.8699  C1 1.095
12 H 0.8265 0.9379 0.0168  C3 1.069
13 H 0.9080 -1.3272 -0.7548  C4 1.075
14 H -0.3827 -3.4752 -0.4276  O6 0.964
15 H -1.9557 -2.3754 2.3778  C7 1.107
16 H -2.0318 -0.1612 3.0870  C8 1.082
17 C 1.0211 2.8870 -2.9383  C18 1.562, H20 1.092, H21 1.062, H22 1.134
18 C 1.4613 1.4415 -2.5441  C17 1.562, C19 1.543, H23 1.103, H24 1.131
19 C 0.4830 0.3975 -3.1210  C18 1.543, H25 1.087, H26 1.103, H27 1.078
20 H 0.1907 3.1664 -2.2872  C17 1.092
21 H 0.6411 3.0294 -3.9196  C17 1.062
22 H 1.6848 3.7450 -2.6077  C17 1.134
23 H 2.5113 1.5555 -2.8618  C18 1.103
24 H 1.5234 1.3294 -1.4205  C18 1.131
25 H -0.5303 0.7902 -3.1544  C19 1.087
26 H 0.5930 0.3037 -4.2148  C19 1.103
27 H 0.3738 -0.5445 -2.6074  C19 1.078

Computed properties:
ΔE to the lowest compared entry with this formula, charge and spin = 2.056 eV
Kohn-Sham gap = 0.3462 hartree
E_HOMO = -8.583 eV
Structure (SMILES) = Cc1ccc(O)cc1.CCC